(1)
2 unconnected molecules or ions with the total composition C3H8OS2 at a distorted geometry. Source: the Open Molecules 2025 dataset; level of theory: ωB97M-V with the def2-TZVPD basis set.

Results
F_max = 1.59 eV/A
HOMO = -9.350 eV
energy above the lowest of the compared OMol25 structures with the same formula, charge and spin = 407.0 kJ/mol
HOMO-LUMO gap = 5.78 eV

CARTESIAN COORDINATES (ANGSTROEM)
C (-0.175, -0.102, 0.605)
C (0.461, -1.056, -0.393)
O (1.108, -2.134, 0.272)
C (-0.901, 1.094, -0.045)
S (-2.487, 1.241, 0.825)
S (3.229, 0.051, -0.881)
H (-0.816, -0.669, 1.318)
H (0.705, 0.215, 1.182)
H (1.252, -0.401, -0.846)
H (-0.030, -1.513, -1.257)
H (2.047, -1.920, 0.195)
H (-0.349, 2.020, -0.128)
H (-1.089, 0.820, -1.077)
H (-2.955, 2.352, 0.229)

---

(2)
2 unconnected molecules or ions with the total composition C3H8OS2 at a distorted geometry. Source: the Open Molecules 2025 dataset; level of theory: ωB97M-V with the def2-TZVPD basis set.

Results
F_max = 1.69 eV/A
HOMO = -8.473 eV
energy above the lowest of the compared OMol25 structures with the same formula, charge and spin = 133.0 kJ/mol
HOMO-LUMO gap = 8.81 eV

CARTESIAN COORDINATES (ANGSTROEM)
C (-1.193, 1.303, 0.754)
C (-1.722, 1.587, -0.441)
O (-1.883, 0.724, -1.474)
H (-0.679, 2.072, 1.319)
H (-1.337, 0.304, 1.140)
H (-1.846, 2.600, -0.782)
H (-1.798, -0.178, -1.123)
C (2.146, -0.738, 0.032)
S (1.216, -1.546, -1.274)
S (-0.140, -2.591, -0.040)
H (3.051, -0.292, -0.396)
H (1.569, 0.049, 0.519)
H (2.524, -1.480, 0.745)
H (0.091, -1.813, 1.023)

---

(3)
2 unconnected molecules or ions with the total composition C3H8P2 at a distorted geometry. Source: the Open Molecules 2025 dataset; level of theory: ωB97M-V with the def2-TZVPD basis set.

Results
F_max = 4.04 eV/A
HOMO = -8.956 eV
energy above the lowest of the compared OMol25 structures with the same formula, charge and spin = 264.2 kJ/mol
HOMO-LUMO gap = 8.87 eV

CARTESIAN COORDINATES (ANGSTROEM)
C (1.925, 0.217, -1.297)
P (1.101, 1.344, -2.044)
H (2.807, -0.045, -0.775)
C (-0.818, -1.045, -0.213)
C (-0.041, -0.183, 0.769)
P (-0.593, 1.558, 0.375)
H (-0.284, -2.055, -0.215)
H (-1.851, -1.387, -0.048)
H (-0.585, -0.577, -1.210)
H (1.031, -0.085, 0.524)
H (-0.305, -0.603, 1.701)
H (-0.438, 1.881, 1.776)
H (-1.948, 0.980, 0.656)

---

(4)
2 unconnected molecules or ions with the total composition C3H8S at a distorted geometry. Source: the Open Molecules 2025 dataset; level of theory: ωB97M-V with the def2-TZVPD basis set.

Results
F_max = 1.20 eV/A
HOMO = -9.440 eV
energy above the lowest of the compared OMol25 structures with the same formula, charge and spin = 101.1 kJ/mol
HOMO-LUMO gap = 10.23 eV

CARTESIAN COORDINATES (ANGSTROEM)
C (-1.797, -1.033, -0.504)
C (-1.812, -0.636, 0.770)
C (-0.608, -0.260, 1.569)
H (-2.715, -1.352, -0.976)
H (-0.863, -1.086, -1.050)
H (-2.787, -0.746, 1.223)
H (0.192, -0.992, 1.422)
H (-0.156, 0.692, 1.293)
H (-0.787, -0.233, 2.643)
S (1.784, 0.791, -0.802)
H (1.649, 1.859, -1.575)
H (2.897, 0.570, -1.556)

---

(5)
C3H8S in the gas phase at a distorted geometry. Source: the Open Molecules 2025 dataset; level of theory: ωB97M-V with the def2-TZVPD basis set.

Results
F_max = 5.73 eV/A
HOMO = -8.708 eV
energy above the lowest of the compared OMol25 structures with the same formula, charge and spin = 249.7 kJ/mol
HOMO-LUMO gap = 9.60 eV

CARTESIAN COORDINATES (ANGSTROEM)
C (1.166, -0.337, 0.019)
C (0.011, -0.011, -0.829)
C (-1.322, 0.214, 0.073)
S (-0.896, 1.553, 1.244)
H (1.791, -1.132, -0.525)
H (0.974, -1.026, 0.876)
H (1.603, 0.587, 0.571)
H (0.242, 0.867, -1.245)
H (-0.247, -0.898, -1.498)
H (-2.267, 0.332, -0.502)
H (-1.551, -0.834, 0.414)
H (0.497, 0.685, 1.401)

---

(6)
2 unconnected molecules or ions with the total composition C3H8S at a distorted geometry. Source: the Open Molecules 2025 dataset; level of theory: ωB97M-V with the def2-TZVPD basis set.

Results
F_max = 3.62 eV/A
HOMO = -9.647 eV
energy above the lowest of the compared OMol25 structures with the same formula, charge and spin = 404.1 kJ/mol
HOMO-LUMO gap = 6.49 eV

CARTESIAN COORDINATES (ANGSTROEM)
C (1.035, 0.561, -0.709)
C (-0.363, -0.199, -0.700)
C (-0.714, -0.927, 0.595)
S (-0.346, 1.507, 2.412)
H (1.669, 0.407, -1.518)
H (1.713, 0.329, 0.214)
H (0.950, 1.632, -0.644)
H (-1.060, 0.740, -0.785)
H (-0.558, -0.759, -1.638)
H (-1.738, -1.207, 0.629)
H (-0.098, -1.798, 0.699)
H (-0.490, -0.285, 1.446)

---

(7)
C3H8S in the gas phase at a distorted geometry. Source: the Open Molecules 2025 dataset; level of theory: ωB97M-V with the def2-TZVPD basis set.

Results
F_max = 1.35 eV/A
HOMO = -8.440 eV
energy above the lowest of the compared OMol25 structures with the same formula, charge and spin = 13.9 kJ/mol
HOMO-LUMO gap = 9.53 eV

CARTESIAN COORDINATES (ANGSTROEM)
C (-1.894, 0.117, -0.073)
C (-0.787, -0.705, 0.550)
S (0.810, -0.544, -0.296)
C (1.121, 1.232, -0.049)
H (-2.861, -0.095, 0.384)
H (-1.913, 0.022, -1.126)
H (-1.750, 1.184, 0.120)
H (-1.022, -1.757, 0.666)
H (-0.585, -0.366, 1.573)
H (0.694, 1.558, 0.889)
H (2.204, 1.303, -0.077)
H (0.753, 1.777, -0.909)

---

(8)
C3H8S2 in the gas phase at a distorted geometry. Source: the Open Molecules 2025 dataset; level of theory: ωB97M-V with the def2-TZVPD basis set.

Results
F_max = 2.24 eV/A
HOMO = -9.022 eV
energy above the lowest of the compared OMol25 structures with the same formula, charge and spin = 61.9 kJ/mol
HOMO-LUMO gap = 9.81 eV

CARTESIAN COORDINATES (ANGSTROEM)
C (1.419, 0.822, -0.051)
C (0.424, -0.264, 0.421)
S (0.941, -1.882, -0.059)
C (-0.887, 0.153, -0.320)
S (-2.366, -0.769, 0.002)
H (2.439, 0.552, 0.081)
H (1.339, 1.746, 0.556)
H (1.306, 1.087, -1.097)
H (0.358, -0.330, 1.489)
H (-0.263, -2.293, -0.244)
H (-0.679, -0.118, -1.396)
H (-1.079, 1.202, -0.238)
H (-2.953, 0.096, 0.856)

---

(9)
2 unconnected molecules or ions with the total composition C3H8S2Si at a distorted geometry. Source: the Open Molecules 2025 dataset; level of theory: ωB97M-V with the def2-TZVPD basis set.

Results
F_max = 3.14 eV/A
HOMO (alpha / beta) = -8.823 / -8.822 eV
energy above the lowest of the compared OMol25 structures with the same formula, charge and spin = 256.1 kJ/mol
HOMO-LUMO gap (alpha / beta) = 7.72 / 7.72 eV

CARTESIAN COORDINATES (ANGSTROEM)
C (-1.554, 1.813, -0.975)
C (-1.035, 2.007, 0.195)
C (-0.785, -2.385, -0.566)
Si (0.706, -2.406, 0.723)
S (-2.784, -1.082, 1.256)
S (-2.187, -1.568, -0.553)
H (-2.185, 0.932, -1.209)
H (-1.558, 2.614, -1.699)
H (-0.743, 2.967, 0.577)
H (-1.205, 1.113, 0.867)
H (-0.394, -2.450, -1.571)
H (0.741, -3.426, 1.833)
H (0.701, -0.931, 0.930)
H (1.887, -2.758, -0.313)

---

(10)
A molecular structure, C3H91O43Sr at a distorted geometry. Source: the Open Molecules 2025 dataset; level of theory: ωB97M-V with the def2-TZVPD basis set.

Results
total charge = +1
F_max = 1.68 eV/A
HOMO = -10.805 eV
energy above the lowest of the compared OMol25 structures with the same formula, charge and spin = 357.8 kJ/mol
HOMO-LUMO gap = 7.45 eV

CARTESIAN COORDINATES (ANGSTROEM)
Sr (-2.719, -2.630, -1.372)
C (-0.917, 0.163, 0.856)
C (-0.354, 0.119, -0.615)
C (1.026, -0.524, -0.695)
O (-1.274, -0.443, -1.543)
H (-1.899, 0.621, 0.971)
H (-0.285, 0.804, 1.471)
H (-0.790, -0.788, 1.372)
H (-0.149, 1.148, -0.909)
H (1.766, 0.047, -0.134)
H (1.472, -0.560, -1.689)
H (1.059, -1.534, -0.286)
O (5.103, -1.379, -2.849)
H (4.384, -1.048, -3.388)
H (5.363, -2.197, -3.271)
O (-1.813, 5.478, -3.691)
H (-1.477, 4.602, -3.501)
H (-1.585, 5.629, -4.608)
O (-1.120, -3.927, 0.126)
H (-0.998, -3.602, 1.018)
H (-0.235, -3.977, -0.234)
O (1.650, 5.356, 2.049)
H (2.189, 5.965, 1.544)
H (1.106, 5.919, 2.602)
O (2.191, -3.174, -3.711)
H (2.341, -4.082, -3.975)
H (3.016, -2.729, -3.905)
O (7.095, 0.266, -1.536)
H (6.310, -0.140, -1.903)
H (7.598, 0.551, -2.299)
O (-3.415, -1.624, 0.837)
H (-4.305, -1.523, 1.173)
H (-2.852, -1.403, 1.579)
O (2.491, -5.753, 0.946)
H (3.336, -5.373, 1.184)
H (1.983, -5.734, 1.758)
O (0.751, 3.856, -1.557)
H (1.317, 3.563, -0.843)
H (1.322, 3.875, -2.324)
O (5.255, -4.978, 1.066)
H (5.008, -4.122, 0.714)
H (5.553, -4.794, 1.957)
O (-5.877, -1.716, 2.006)
H (-6.200, -0.821, 1.898)
H (-5.484, -1.726, 2.878)
O (-0.513, -0.608, -4.225)
H (-0.619, -0.763, -3.286)
H (-1.184, 0.040, -4.439)
O (-1.464, 4.853, 3.648)
H (-1.983, 4.060, 3.781)
H (-1.145, 5.081, 4.521)
O (-3.194, -2.483, -3.960)
H (-3.174, -3.240, -4.545)
H (-3.419, -1.746, -4.528)
O (6.184, 3.319, -0.693)
H (6.348, 2.815, -1.490)
H (5.505, 2.826, -0.233)
O (1.027, -5.098, 3.362)
H (0.174, -4.750, 3.101)
H (1.429, -4.393, 3.869)
O (-2.540, -0.918, 3.569)
H (-2.113, -0.103, 3.835)
H (-2.904, -1.274, 4.380)
O (3.357, 3.921, 3.643)
H (3.081, 3.005, 3.652)
H (2.805, 4.331, 2.977)
O (-1.258, -3.665, 2.827)
H (-1.400, -3.050, 3.546)
H (-2.112, -4.074, 2.688)
O (0.932, 2.073, 3.321)
H (0.483, 2.182, 4.160)
H (0.592, 1.249, 2.972)
O (0.263, -2.696, -5.836)
H (1.128, -3.026, -5.592)
H (0.192, -1.854, -5.387)
O (-4.686, 1.292, 5.026)
H (-5.277, 2.018, 5.225)
H (-4.127, 1.623, 4.322)
O (-1.383, 2.674, -2.729)
H (-1.248, 1.787, -2.394)
H (-0.678, 3.188, -2.336)
O (-5.838, 1.043, 1.629)
H (-5.478, 1.452, 2.416)
H (-5.416, 1.505, 0.905)
O (3.855, -2.409, -0.313)
H (3.701, -1.813, 0.420)
H (3.900, -1.838, -1.080)
O (3.534, -1.002, 2.183)
H (4.244, -0.605, 2.687)
H (3.121, -1.616, 2.790)
O (-4.122, 0.580, -2.257)
H (-4.845, 0.797, -1.669)
H (-3.334, 0.760, -1.745)
O (-4.009, 2.895, -0.300)
H (-3.702, 2.920, -1.206)
H (-3.422, 3.489, 0.168)
O (1.937, 2.927, 1.094)
H (1.453, 2.603, 1.854)
H (1.907, 3.880, 1.179)
O (-3.740, 0.060, -4.928)
H (-4.234, 0.047, -4.109)
H (-3.191, 0.841, -4.865)
O (-1.502, 1.936, -5.540)
H (-0.774, 1.844, -6.154)
H (-1.107, 2.317, -4.755)
O (-3.460, 2.885, 2.960)
H (-3.953, 3.624, 2.603)
H (-2.874, 2.622, 2.251)
O (-5.269, -2.660, -1.619)
H (-5.783, -3.068, -2.315)
H (-5.921, -2.306, -1.014)
O (-1.586, 4.092, 0.390)
H (-0.991, 4.405, -0.291)
H (-1.179, 4.367, 1.211)
O (1.407, -4.303, -1.190)
H (2.059, -3.846, -1.721)
H (1.895, -4.620, -0.430)
O (0.186, -1.302, 5.199)
H (-0.759, -1.219, 5.072)
H (0.432, -0.519, 5.691)
O (-1.404, 1.350, 4.799)
H (-0.672, 1.288, 5.414)
H (-1.924, 2.087, 5.118)
O (-0.755, -3.431, -2.667)
H (-0.483, -3.191, -3.553)
H (0.051, -3.722, -2.239)
O (3.742, 1.577, -0.056)
H (3.612, 0.638, 0.078)
H (3.132, 1.994, 0.553)
O (3.595, 1.911, -3.174)
H (3.355, 1.708, -2.270)
H (3.127, 1.260, -3.698)
O (2.635, -2.747, 4.416)
H (1.938, -2.149, 4.684)
H (3.183, -2.842, 5.195)
O (2.293, -0.285, -4.582)
H (1.719, 0.030, -5.280)
H (1.699, -0.496, -3.861)

---

(11)
A molecular structure, C3H9AlPS at a distorted geometry. Source: the Open Molecules 2025 dataset; level of theory: ωB97M-V with the def2-TZVPD basis set.

Results
total charge = -1
F_max = 2.49 eV/A
HOMO = -3.944 eV
HOMO-LUMO gap = 7.62 eV

CARTESIAN COORDINATES (ANGSTROEM)
C (-1.367, -1.184, 1.141)
C (-0.622, -0.015, 1.439)
C (0.945, 0.119, 1.239)
Al (1.322, -0.322, -0.755)
P (-0.367, 0.858, -1.942)
S (-0.538, 2.600, -1.000)
H (-0.881, -2.212, 1.112)
H (-2.486, -1.077, 0.986)
H (-1.188, 0.873, 1.854)
H (1.564, -0.511, 1.947)
H (1.174, 1.238, 1.327)
H (1.278, -1.884, -1.053)
H (2.786, 0.203, -1.156)
H (-1.629, 0.177, -1.844)
H (0.008, 1.137, -3.295)

---

(12)
A molecular structure, C3H9BBeCl7 at a distorted geometry. Source: the Open Molecules 2025 dataset; level of theory: ωB97M-V with the def2-TZVPD basis set.

Results
total charge = +1
F_max = 5.31 eV/A
HOMO = -13.092 eV
HOMO-LUMO gap = 3.25 eV

CARTESIAN COORDINATES (ANGSTROEM)
Be (11.451, 21.942, -9.008)
B (11.897, 23.252, -10.815)
H (12.199, 23.872, -11.741)
H (12.566, 22.275, -10.836)
H (12.097, 23.817, -9.795)
H (10.754, 22.978, -10.829)
C (10.088, 27.151, -11.646)
Cl (9.688, 26.914, -9.950)
Cl (11.075, 28.596, -11.792)
Cl (8.603, 27.278, -12.551)
H (10.602, 26.265, -12.005)
C (11.374, 20.706, -13.586)
Cl (12.661, 19.683, -14.265)
Cl (10.424, 19.905, -12.289)
H (11.842, 21.568, -13.123)
H (10.632, 21.003, -14.320)
C (14.596, 25.478, -11.608)
Cl (13.711, 26.870, -10.819)
Cl (16.208, 26.042, -12.103)
H (14.807, 24.709, -10.872)
H (13.985, 25.084, -12.413)